7
Properties=species:S:1:pos:R:3:forces:R:3 method="wB97M-V/def2-TZVPD" homo_ev=-8.8 smiles="O=S1#CO1.C#N" mol_weight_g_mol=103.1 lumo_energy_ev=-0.0767
C -1.1531 -0.4005 1.6024 -0.2 -0.5 -0.1
C 1.1627 1.3252 -0.5866 0.1 1.6 0.4
N -0.5571 0.3680 1.0141 0.1 0.7 0.2
O 0.4695 -1.2014 -0.9441 -0.8 -1.9 0.5
O 0.4138 1.3673 -1.5620 0.6 -0.1 -0.1
S 1.3619 -0.2604 -1.5483 0.5 0.4 -1.3
H -1.6977 -1.1983 2.0244 -0.3 -0.3 0.4


7
Properties=species:S:1:pos:R:3:forces:R:3 method="wB97M-V/def2-TZVPD" homo_ev="-10.0 / -10.0" mol_weight_g_mol=143.0 lumo_energy_ev="-1.8560 / -1.8549"
C -0.1646 -0.2116 -0.0889 2.0 -1.5 4.9
O -2.0231 -0.9041 1.9392 -0.2 1.0 0.7
S -1.2346 -1.4476 0.8773 0.1 -0.4 -3.4
Br -2.7969 -1.5749 -1.2832 1.1 0.0 1.5
H 0.9012 -0.2421 0.4346 -2.3 0.3 -0.9
H -0.5993 0.7164 -0.1705 -0.9 2.2 0.3
H -0.0782 -0.5987 -1.0122 0.3 -1.7 -3.2


59
Properties=species:S:1:pos:R:3:forces:R:3 method="wB97M-V/def2-TZVPD" homo_ev=-1.7 charge=-2 mol_weight_g_mol=832.8 lumo_energy_ev=4.1214
Pb -2.1642 -2.1222 -1.2237 -0.1 0.3 -0.7
S -6.0560 -4.6954 -1.1919 0.2 0.1 0.1
Sb -4.5564 -4.0008 0.3977 0.0 0.0 -0.1
S -4.2405 -1.5727 0.2163 -0.4 -0.4 0.4
S -2.2709 -4.5290 -0.3482 -0.4 -0.2 0.4
S -4.9835 -4.7211 2.5277 0.2 0.2 -0.2
C 3.2032 -2.9665 -2.9898 0.1 0.2 0.1
C 3.4870 -1.5538 -2.4784 0.0 -0.1 -0.3
N 3.0637 -1.3775 -1.1083 0.1 -0.1 0.2
C 4.0915 -1.3365 -0.0980 0.3 0.1 0.3
C 4.8042 0.0203 -0.0694 -0.1 -0.3 -0.1
C 1.7438 -1.2427 -0.7832 -0.1 0.2 -0.6
S 0.6576 -1.0975 -2.0715 -0.2 0.0 -0.1
N 1.5037 -1.1881 0.5209 0.3 0.0 0.6
C 0.3066 -1.1962 1.1051 0.0 0.0 -0.4
O -0.8238 -1.2649 0.5990 0.0 -0.1 0.1
C 0.3644 -1.1049 2.6020 -0.3 0.1 0.3
C 1.5591 -1.0872 3.3141 0.0 0.0 -0.2
C 1.5442 -1.0116 4.6955 0.1 0.0 0.1
C 0.3376 -0.9527 5.3757 0.0 0.0 0.1
C -0.8572 -0.9734 4.6741 0.0 0.0 0.2
C -0.8434 -1.0517 3.2943 0.0 0.0 -0.1
H 3.5254 -3.0589 -4.0250 0.1 -0.1 -0.1
H 2.1355 -3.1603 -2.9372 0.0 0.0 0.0
H 3.7230 -3.7036 -2.3820 0.1 -0.1 0.0
H 2.9638 -0.8288 -3.1100 0.2 -0.1 0.1
H 4.5621 -1.3562 -2.5264 0.0 0.1 0.0
H 4.8154 -2.1392 -0.2837 0.0 0.0 0.0
H 3.5992 -1.5096 0.8595 0.2 -0.1 -0.2
H 5.3479 0.2017 -0.9968 0.0 0.0 0.0
H 5.5085 0.0685 0.7596 0.1 0.0 0.1
H 4.0676 0.8090 0.0513 -0.1 0.1 0.1
H 2.4911 -1.1396 2.7692 0.0 0.0 0.0
H 2.4761 -1.0013 5.2512 0.0 0.0 0.0
H 0.3327 -0.8949 6.4569 0.0 0.0 0.1
H -1.7971 -0.9349 5.2092 0.0 0.0 0.0
H -1.7653 -1.0831 2.7312 -0.1 0.0 -0.1
C -3.1345 1.7735 -1.6748 -0.2 0.0 -0.1
N -3.2198 3.2410 -1.6371 -0.2 0.0 -0.1
C -3.0092 3.6579 -0.2542 -0.1 0.2 0.1
N -1.7270 3.2144 0.2792 0.0 0.1 0.2
C -1.6866 1.7484 0.1840 0.1 -0.1 0.3
N -1.8542 1.3058 -1.1866 0.0 -0.5 0.0
C -0.7957 1.8686 -1.9967 0.3 0.0 -0.1
N -0.8123 3.3374 -1.9687 0.1 0.1 -0.2
C -2.1234 3.7708 -2.4384 0.0 0.2 -0.2
C -0.6723 3.7454 -0.5741 0.2 0.2 0.1
H -3.2694 1.4437 -2.7097 0.0 0.0 0.1
H -3.9300 1.3488 -1.0582 0.0 0.0 -0.1
H -3.8095 3.2423 0.3635 0.0 0.0 0.0
H -3.0501 4.7539 -0.2104 0.0 -0.1 0.0
H -2.4835 1.3228 0.7965 0.0 0.0 0.0
H -0.7243 1.3969 0.5640 -0.1 0.0 0.0
H -0.9109 1.5314 -3.0304 0.0 0.0 0.0
H 0.1687 1.5177 -1.6239 -0.1 0.0 -0.1
H -2.2505 3.4383 -3.4739 0.0 0.0 0.0
H -2.1629 4.8667 -2.4084 0.0 -0.1 0.0
H -0.6928 4.8419 -0.5257 0.0 -0.1 0.0
H 0.2938 3.3897 -0.2026 0.0 0.0 0.0


151
Properties=species:S:1:pos:R:3:forces:R:3 method="wB97M-V/def2-TZVPD" homo_ev=-5.8 charge=-1 mol_weight_g_mol=866.6 lumo_energy_ev=2.3790
Cl -0.8740 -0.0365 -0.8665 -0.3 1.6 0.1
O 0.3137 0.7057 -1.1440 0.6 -0.6 -0.2
O -1.8149 0.1567 -1.9467 -0.3 -0.3 -0.4
O -0.6124 -1.4507 -0.7069 0.0 0.0 0.3
O -1.4719 0.5585 0.3263 -0.2 -0.9 0.4
C -3.2697 -0.4570 3.6049 -0.2 0.5 -0.7
C -2.1354 -0.2904 4.6219 0.4 -0.6 0.2
C -2.4631 -1.0455 5.9148 0.0 -0.6 0.0
C -2.3285 -2.5492 5.7599 0.0 -0.6 0.3
C -0.8964 -2.8897 5.3675 -0.3 0.4 -0.9
C -0.4661 -2.2265 4.0481 -0.3 0.0 -0.3
N -0.8726 -0.8212 4.0925 0.8 0.6 1.2
O -0.4028 -0.0713 2.9957 -0.7 -0.3 0.0
C 1.0573 -2.2472 3.9235 0.4 0.6 -0.8
C -1.0481 -2.9876 2.8462 -0.3 0.3 -0.8
C -1.9349 1.1802 4.9859 -1.1 0.6 -1.1
H -3.2453 0.3276 2.8374 0.2 0.0 0.1
H -4.2681 -0.3762 4.0402 0.1 -0.1 0.2
H -3.1859 -1.3873 3.0446 -0.1 -0.1 0.2
H -1.7464 -0.7488 6.6851 -0.1 0.2 0.0
H -3.4766 -0.7989 6.2383 0.1 0.2 0.1
H -3.0732 -2.9825 5.0832 0.2 0.3 -0.3
H -2.5356 -3.0837 6.6949 0.0 0.3 0.2
H -0.8166 -3.9627 5.1814 0.4 -0.1 0.5
H -0.2257 -2.4973 6.1341 0.1 -0.5 0.2
H 1.5797 -1.8348 4.7887 -0.2 -0.4 0.3
H 1.4352 -3.2157 3.5936 0.0 -0.2 0.6
H 1.3708 -1.5754 3.1193 -0.3 0.0 -0.1
H -0.5032 -3.9009 2.5987 0.0 -0.1 0.3
H -2.1088 -3.2385 2.9402 0.1 -0.1 0.3
H -0.9926 -2.3692 1.9413 0.2 0.0 0.1
H -1.4229 1.7177 4.1853 0.5 -0.2 0.2
H -1.4926 1.3625 5.9591 0.2 -0.1 0.0
H -2.9264 1.6538 4.9275 0.0 -0.1 0.6
H -1.1537 -0.0408 2.3761 0.5 0.1 -0.6
C 1.6667 -7.1054 0.1690 0.7 -0.6 0.2
C 1.7641 -5.5981 -0.0131 -0.9 0.3 0.3
C 2.2762 -4.9713 1.2971 -0.2 -0.2 0.2
C 2.8388 -3.5700 1.1231 0.1 0.2 0.3
C 3.8194 -3.5237 -0.0330 0.0 0.0 0.4
C 3.2001 -3.9820 -1.3476 0.8 0.4 -0.5
N 2.6747 -5.3256 -1.1251 0.7 -0.3 0.9
O 2.3141 -5.9952 -2.2984 -0.4 0.1 -0.2
C 2.2126 -2.9492 -1.9067 -0.2 -0.4 -0.1
C 4.3510 -4.1130 -2.3613 0.0 -0.2 -0.1
C 0.3343 -5.0560 -0.2478 -0.1 0.0 -0.8
H 1.2864 -7.6112 -0.7168 -0.3 0.1 0.1
H 1.1040 -7.3807 1.0637 -0.4 0.2 -0.2
H 2.6562 -7.5428 0.3477 0.1 0.3 -0.2
H 1.4234 -4.9376 1.9833 -0.1 0.1 -0.1
H 2.9484 -5.6677 1.8112 0.5 0.2 -0.4
H 3.3554 -3.2426 2.0305 0.0 -0.1 0.1
H 2.0245 -2.8470 1.0126 0.0 -0.1 -0.3
H 4.6538 -4.1844 0.2280 0.0 -0.1 -0.2
H 4.2412 -2.5212 -0.1418 -0.1 0.0 -0.1
H 1.5604 -3.4523 -2.6277 -0.1 0.1 0.0
H 1.5889 -2.4283 -1.1814 0.0 -0.2 0.1
H 2.7316 -2.1818 -2.4731 0.2 0.0 0.0
H 5.0833 -4.8550 -2.0361 -0.1 0.0 0.1
H 3.9782 -4.4404 -3.3324 0.0 0.1 0.0
H 4.8696 -3.1605 -2.4831 -0.1 0.1 0.0
H 0.2303 -3.9701 -0.2103 0.2 0.0 0.2
H -0.3794 -5.4954 0.4500 0.1 0.0 0.1
H 0.0049 -5.3374 -1.2568 -0.2 -0.1 0.1
H 1.4565 -5.6419 -2.5904 0.1 0.1 0.0
C 0.8424 -1.0013 -4.1245 0.2 0.0 -0.1
O 1.8912 -0.0989 -4.4829 0.0 0.3 -0.1
H 0.8639 -1.8932 -4.7572 0.0 0.0 0.1
H 0.9759 -1.2841 -3.0848 -0.3 0.0 0.0
H -0.1233 -0.5125 -4.2422 0.1 0.1 0.0
H 2.5130 -0.5127 -5.0837 -0.1 -0.2 0.0
C -2.9675 -3.9948 -0.8125 -0.2 0.5 1.1
O -4.2288 -4.1074 -1.4506 -0.1 -0.2 -0.6
H -2.3257 -3.3644 -1.4221 0.1 -0.2 -0.2
H -3.0733 -3.4590 0.1413 0.0 0.1 -0.1
H -2.5035 -4.9488 -0.5547 0.0 -0.1 -0.4
H -4.8894 -4.5290 -0.8978 0.2 0.0 0.3
C -3.6831 2.9120 1.6475 -0.2 0.0 0.2
O -3.3811 4.2105 1.1524 0.3 0.2 -0.2
H -4.7308 2.8469 1.9492 0.0 -0.2 0.0
H -3.4705 2.1551 0.8893 -0.1 0.1 -0.1
H -3.0425 2.6813 2.5020 -0.1 0.1 0.1
H -4.1134 4.8199 1.2499 -0.2 -0.2 0.2
C -5.1249 -0.6970 0.3486 0.0 0.3 0.3
C -5.6270 -0.5355 -1.1011 0.2 0.0 1.4
C -5.7925 0.9347 -1.4227 0.4 0.2 -0.2
O -6.6122 1.6054 -0.4877 -0.2 -0.3 0.4
C -6.6282 2.9948 -0.6853 -0.5 -0.2 0.1
N -4.7025 -1.1070 -2.0556 -0.1 0.0 -0.4
H -4.2784 -0.0401 0.5778 0.1 0.0 -0.3
H -4.7715 -1.7175 0.5103 -0.1 -0.1 0.0
H -5.9024 -0.4523 1.0797 0.0 -0.1 -0.1
H -6.6072 -1.0264 -1.1049 0.1 -0.1 -0.6
H -6.2043 1.0535 -2.4334 0.1 0.0 0.0
H -4.7851 1.3789 -1.3770 0.0 0.0 -0.3
H -5.6757 3.4643 -0.4187 0.1 0.0 -0.3
H -7.3962 3.4007 -0.0241 0.0 0.0 0.0
H -6.9339 3.2080 -1.7161 0.3 0.3 0.0
H -3.7901 -0.6710 -1.9472 0.0 0.2 -0.1
H -4.5468 -2.0888 -1.8557 -0.2 0.0 -0.1
C 6.1174 3.7144 1.4618 -0.2 -1.0 0.6
C 4.8655 3.3210 0.6551 0.6 0.8 -0.3
C 3.7707 2.8763 1.6022 0.4 -0.5 -0.1
O 2.5983 2.5313 0.9310 0.0 0.2 0.2
C 1.7137 1.8368 1.7747 0.2 -0.9 0.7
N 4.4111 4.4252 -0.2038 0.1 -0.2 0.4
H 7.0041 3.6624 0.8312 0.0 0.5 0.0
H 6.2942 2.9735 2.2557 0.0 0.0 -0.1
H 5.9887 4.6694 1.9722 0.2 0.2 -0.3
H 5.1933 2.5064 0.0045 -0.5 -0.2 -0.1
H 3.6002 3.6459 2.3740 -0.1 0.1 -0.1
H 4.1780 2.0010 2.1375 -0.1 0.0 0.1
H 1.6813 2.2334 2.8006 -0.4 0.7 -0.3
H 2.0516 0.8097 2.0082 0.2 0.0 -0.6
H 0.7415 1.7484 1.3019 0.0 0.3 0.0
H 4.2931 5.2395 0.3935 -0.1 0.1 -0.2
H 5.1385 4.6578 -0.8702 0.0 0.0 0.0
C -3.4452 4.2398 -2.9942 0.1 0.5 -1.0
C -2.0304 4.5168 -2.4553 -0.9 -0.7 0.8
C -2.0308 5.9122 -1.8541 0.6 -0.3 -0.2
O -0.7339 6.2060 -1.3883 0.2 0.4 0.0
C -0.6484 7.5201 -0.9110 -0.3 0.2 0.2
N -1.6747 3.5390 -1.4155 -0.4 0.1 0.0
H -3.5443 3.2023 -3.3136 0.0 -0.1 0.2
H -3.6666 4.8504 -3.8838 0.1 0.0 0.0
H -4.2325 4.4966 -2.2819 0.2 -0.2 0.3
H -1.2834 4.4069 -3.2417 0.0 0.3 -0.1
H -2.7606 5.9553 -1.0330 0.0 -0.1 0.1
H -2.3481 6.6493 -2.6074 0.1 0.0 0.0
H 0.3672 7.8069 -0.6391 0.2 -0.5 -0.2
H -1.2425 7.6371 0.0077 -0.2 0.1 -0.1
H -0.9995 8.2252 -1.6771 -0.1 0.1 0.1
H -2.3168 3.6608 -0.6333 0.2 0.1 0.0
H -1.8790 2.6033 -1.7576 0.3 -0.1 -0.1
C 4.9385 2.6948 -5.6400 0.2 0.2 0.0
C 3.9152 2.7317 -4.5084 -0.1 -0.3 0.3
C 4.3556 1.7696 -3.4112 0.3 0.0 0.3
O 3.5013 1.7727 -2.2960 0.3 -0.2 -0.7
C 3.5940 0.5769 -1.5695 -0.5 -0.2 0.6
N 3.7143 4.0647 -3.9271 0.4 -0.3 -0.4
H 5.0091 1.6803 -6.0392 0.1 0.1 -0.2
H 5.9341 3.0182 -5.3121 0.0 -0.2 0.3
H 4.6967 3.4039 -6.4355 -0.3 -0.2 -0.1
H 2.9766 2.3111 -4.8815 -0.2 0.4 0.1
H 5.3743 2.0384 -3.0655 0.0 0.1 -0.1
H 4.4348 0.7571 -3.8285 -0.1 0.0 -0.1
H 3.0694 -0.2645 -2.0245 -0.2 0.2 -0.4
H 3.0860 0.7975 -0.6311 0.2 -0.2 0.1
H 4.6201 0.2086 -1.4057 0.2 0.5 0.1
H 4.6206 4.3111 -3.5313 -0.2 0.2 0.2
H 3.5516 4.7339 -4.6743 -0.1 0.0 0.0


32
Properties=species:S:1:pos:R:3:forces:R:3 method="wB97M-V/def2-TZVPD" spin_multiplicity=4 homo_ev="3.0 / -0.3" charge=-2 mol_weight_g_mol=260.2 lumo_energy_ev="5.5317 / 5.3796"
C 0.9224 -1.7173 -0.8074 -1.0 -0.4 1.4
C -0.4385 -1.6203 -1.2519 0.2 -0.6 1.0
C -1.2964 -1.6935 -0.1108 0.9 -0.1 -1.0
C -0.4962 -1.8158 1.0502 1.3 -0.7 -0.5
C 0.8816 -1.8724 0.6483 -1.1 -0.8 -1.4
V 0.5187 0.4011 0.2342 0.5 -3.6 1.7
N 2.0532 0.4188 1.0038 1.7 2.1 -0.7
C 0.7925 1.6198 -1.2539 1.8 2.2 -1.9
C -0.5225 1.3245 -1.5321 -0.8 1.5 -0.6
H -2.3706 -1.7538 -0.1610 -0.1 0.4 0.1
H -0.7455 -1.5735 -2.2942 0.0 0.2 0.3
H -0.8478 -1.9952 2.0555 0.0 0.3 0.0
H 1.7453 -2.0194 1.2828 -0.3 0.2 -0.1
H 1.8117 -1.7446 -1.4313 -0.2 0.1 0.2
H -0.7108 0.7976 -2.4521 -0.5 -0.4 0.1
H 1.0687 2.5183 -0.7246 -0.1 0.3 0.2
H 2.9424 0.9563 0.7824 -1.2 -0.8 0.5
H -1.2883 1.9763 -1.0572 0.4 -0.8 -0.8
H 1.6250 1.2315 -1.8234 0.0 -0.2 -0.5
C -0.5814 1.7023 1.0893 -2.2 1.0 4.1
C -1.1950 1.9133 2.1782 0.8 0.0 -2.4
C -1.9258 2.3304 3.2931 0.7 -0.6 -0.8
C -1.5059 1.9959 4.6073 -0.1 0.3 1.2
C -2.0209 2.7121 5.6815 0.6 -1.0 -0.8
C -3.0085 3.6831 5.4697 -0.3 0.8 0.8
C -3.5516 3.8783 4.1950 0.1 -0.5 -1.1
C -3.0514 3.1698 3.1125 -1.0 0.9 0.4
H -0.7546 1.2085 4.7514 -0.2 0.4 -0.1
H -1.6360 2.5194 6.6793 -0.1 0.0 0.1
H -3.3669 4.2763 6.3027 -0.1 0.0 0.1
H -4.3544 4.5927 4.0291 -0.1 0.0 0.1
H -3.4802 3.2837 2.1059 0.3 0.0 0.5